Entry 1:
{"formula": "C4H8BiO3", "method": "ωB97M-V/def2-TZVPD", "energy_ev": -16236.1400, "spin_multiplicity": 2, "total_charge": 2, "gap_ev": [6.562, 8.119], "elements": ["O", "O", "C", "O", "C", "C", "C", "H", "H", "H", "H", "H", "H", "H", "H", "Bi"], "xyz": [[-0.97, -0.85, -0.72], [-2.98, -1.72, -0.21], [-1.79, -1.82, -0.12], [-1.26, -0.76, 1.84], [-2.11, -1.00, 2.93], [-0.30, -1.16, -1.97], [0.73, -0.08, -2.22], [-3.05, -0.44, 2.90], [-2.39, -2.07, 2.90], [-1.58, -0.82, 3.88], [0.16, -2.15, -1.87], [-1.09, -1.17, -2.73], [1.47, -0.03, -1.40], [1.27, -0.31, -3.15], [0.26, 0.91, -2.34], [-0.52, 0.57, 0.71]], "mulliken_charge": [-0.17, -0.23, 0.43, -0.46, -0.52, 0.13, -1.49, 0.33, 0.27, 0.30, 0.38, 0.31, 0.42, 0.36, 0.40, 1.53]}

---

Entry 2:
{"formula": "C3H2O3", "method": "ωB97M-V/def2-TZVPD", "energy_ev": -9282.5442, "gap_ev": 10.280, "elements": ["C", "C", "C", "O", "O", "O", "H", "H"], "xyz": [[-1.88, -0.82, -0.23], [1.20, 0.51, 0.46], [1.56, 1.01, -0.91], [-2.06, -1.69, -0.98], [-1.80, 0.02, 0.53], [0.57, 0.31, -0.86], [1.75, -0.42, 0.89], [0.66, 1.09, 1.11]], "mulliken_charge": [0.76, -0.31, -0.21, -0.39, -0.34, 0.01, 0.21, 0.26]}

---

Entry 3:
{"formula": "C4H6N2O", "method": "ωB97M-V/def2-TZVPD", "energy_ev": -9271.4465, "gap_ev": 10.236, "smiles": "c1cn[nH]c1.C=O", "elements": ["C", "C", "N", "N", "C", "H", "H", "H", "H", "C", "O", "H", "H"], "xyz": [[0.60, 0.18, 0.69], [-0.32, -0.46, 1.54], [-1.36, 0.32, 1.83], [-1.11, 1.45, 1.15], [0.05, 1.42, 0.45], [1.53, -0.20, 0.28], [-0.27, -1.45, 1.97], [-1.77, 2.21, 1.22], [0.39, 2.25, -0.14], [0.56, -1.44, -2.25], [0.94, -0.32, -2.47], [0.52, -2.22, -3.04], [0.23, -1.76, -1.24]], "mulliken_charge": [-0.36, -0.34, -0.77, 0.27, -0.38, 0.46, 0.45, 0.22, 0.44, -0.04, -0.38, 0.26, 0.16]}

---

Entry 4:
{"formula": "C16H10ClF5Pb", "method": "ωB97M-V/def2-TZVPD", "energy_ev": -48105.5733, "gap_ev": [5.203, 5.093], "elements": ["C", "C", "C", "H", "C", "C", "H", "H", "H", "H", "Pb", "Cl", "C", "C", "C", "H", "C", "C", "H", "H", "H", "H", "F", "C", "C", "C", "F", "C", "F", "C", "F", "C", "F"], "xyz": [[-2.24, -1.38, -1.00], [-1.63, -1.55, -2.27], [-1.40, -0.27, -2.83], [-1.39, -2.50, -2.73], [-1.87, 0.71, -1.91], [-2.39, 0.04, -0.78], [-2.86, 0.52, 0.06], [-2.59, -2.19, -0.37], [-0.99, -0.07, -3.82], [-1.83, 1.79, -2.06], [0.07, -0.62, -0.09], [0.45, -2.98, 0.81], [2.62, -0.30, -0.64], [2.23, 0.92, -1.26], [1.73, 0.63, -2.55], [2.32, 1.93, -0.87], [1.81, -0.76, -2.75], [2.36, -1.35, -1.59], [2.57, -2.41, -1.43], [3.06, -0.45, 0.33], [1.37, 1.37, -3.26], [1.53, -1.30, -3.65], [-1.99, -1.00, 1.88], [-1.17, -0.05, 2.38], [-0.17, 0.59, 1.68], [0.84, 1.40, 2.12], [1.88, 1.81, 1.43], [0.70, 1.79, 3.47], [1.59, 2.66, 3.95], [-0.40, 1.25, 4.22], [-0.55, 1.68, 5.48], [-1.31, 0.32, 3.70], [-2.34, -0.21, 4.37]], "mulliken_charge": [-0.47, -0.76, -0.24, 0.38, -0.64, -0.65, 0.61, 0.52, 0.52, 0.38, 1.30, -0.47, -0.55, -0.69, -0.41, 0.43, -0.29, -0.77, 0.45, 0.63, 0.43, 0.48, -0.32, -0.04, 0.47, 0.06, -0.25, 0.27, -0.28, 0.12, -0.28, 0.31, -0.27]}

---

Entry 5:
{"formula": "C19H28N2O5", "method": "ωB97M-V/def2-TZVPD", "energy_ev": -33376.9235, "gap_ev": 9.473, "smiles": "CCOC(=O)CCCNC(=O)CCNC(=O)c1ccc(OC(C)C)cc1", "elements": ["C", "C", "O", "C", "O", "C", "C", "C", "N", "C", "O", "C", "C", "N", "C", "O", "C", "C", "C", "C", "O", "C", "C", "C", "C", "C", "H", "H", "H", "H", "H", "H", "H", "H", "H", "H", "H", "H", "H", "H", "H", "H", "H", "H", "H", "H", "H", "H", "H", "H", "H", "H", "H", "H"], "xyz": [[6.32, -0.47, -2.03], [4.80, -0.35, -1.99], [4.18, -1.58, -1.64], [4.17, -1.92, -0.36], [4.72, -1.31, 0.52], [3.39, -3.20, -0.12], [2.00, -3.20, -0.77], [1.27, -1.85, -0.61], [1.54, -1.24, 0.66], [2.06, 0.00, 0.77], [2.29, 0.70, -0.20], [2.35, 0.46, 2.19], [1.16, 0.28, 3.14], [-0.08, 0.65, 2.50], [-0.96, -0.27, 2.04], [-0.87, -1.46, 2.33], [-2.05, 0.27, 1.19], [-3.34, -0.26, 1.30], [-4.36, 0.20, 0.51], [-4.12, 1.20, -0.45], [-5.19, 1.56, -1.18], [-5.10, 2.59, -2.16], [-5.10, 3.97, -1.50], [-6.31, 2.42, -3.08], [-2.83, 1.70, -0.59], [-1.81, 1.24, 0.23], [6.75, 0.47, -2.36], [6.62, -1.26, -2.71], [6.70, -0.70, -1.03], [4.49, 0.42, -1.27], [4.41, -0.10, -2.98], [3.31, -3.33, 0.96], [3.97, -4.03, -0.52], [2.08, -3.42, -1.83], [1.41, -3.99, -0.30], [1.62, -1.15, -1.37], [0.19, -2.00, -0.74], [1.24, -1.74, 1.48], [3.21, -0.09, 2.55], [2.62, 1.52, 2.12], [1.30, 0.89, 4.03], [1.04, -0.76, 3.44], [-0.17, 1.60, 2.17], [-3.52, -1.04, 2.03], [-5.36, -0.19, 0.59], [-4.18, 2.46, -2.75], [-4.27, 4.07, -0.81], [-5.02, 4.74, -2.26], [-6.03, 4.11, -0.95], [-6.29, 1.43, -3.53], [-6.29, 3.17, -3.86], [-7.22, 2.52, -2.50], [-2.59, 2.45, -1.33], [-0.81, 1.62, 0.07]], "mulliken_charge": [-1.23, -0.04, -0.28, 0.65, -0.61, -0.72, -0.76, -0.89, 0.37, 0.63, -0.71, -0.89, -1.02, -0.15, 0.49, -0.69, 0.66, -0.61, -0.64, 0.74, -0.43, 0.52, -1.28, -1.53, -0.61, -0.90, 0.40, 0.30, 0.30, 0.20, 0.37, 0.30, 0.35, 0.37, 0.37, 0.42, 0.39, 0.30, 0.21, 0.40, 0.42, 0.45, 0.23, 0.45, 0.42, 0.27, 0.39, 0.37, 0.34, 0.37, 0.42, 0.34, 0.38, 0.37]}

---

Entry 6:
{"formula": "C5H12N", "method": "ωB97M-V/def2-TZVPD", "energy_ev": -6861.2232, "total_charge": 1, "gap_ev": 10.819, "smiles": "C=C(C)CC[NH3+]", "elements": ["C", "C", "C", "C", "C", "N", "H", "H", "H", "H", "H", "H", "H", "H", "H", "H", "H", "H"], "xyz": [[-0.01, -1.77, 0.17], [0.02, -0.72, -0.62], [-1.15, -0.66, -1.59], [1.06, 0.37, -0.45], [0.43, 1.49, 0.33], [0.05, 0.88, 1.65], [0.92, -1.99, 0.73], [-0.77, -2.60, 0.09], [-2.06, 0.00, -1.49], [-1.69, -1.56, -1.53], [-0.76, -0.43, -2.68], [1.96, 0.13, 0.23], [1.46, 0.71, -1.46], [-0.56, 1.89, 0.07], [0.99, 2.45, 0.53], [-0.77, 1.11, 2.20], [0.73, 0.98, 2.40], [0.17, -0.26, 1.43]], "mulliken_charge": [-0.97, 0.76, -1.39, -0.64, -0.40, -0.31, 0.35, 0.28, 0.30, 0.37, 0.29, 0.29, 0.38, 0.36, 0.35, 0.33, 0.38, 0.26]}

---

Entry 7:
{"formula": "C4H15N2O", "method": "ωB97M-V/def2-TZVPD", "energy_ev": -9404.9687, "total_charge": 1, "gap_ev": 5.725, "elements": ["N", "C", "C", "N", "C", "C", "H", "H", "H", "H", "H", "H", "H", "H", "H", "H", "H", "H", "H", "H", "H", "O"], "xyz": [[-1.37, -0.20, 1.28], [-0.91, 1.02, 0.72], [-0.66, 0.78, -0.80], [0.21, -0.29, -1.05], [1.41, -0.23, -0.14], [0.58, -0.44, -2.52], [-0.36, -1.50, 0.16], [-2.38, -0.03, 1.28], [-0.09, -2.10, -0.24], [-0.06, 1.50, 1.24], [-1.74, 1.77, 0.76], [-0.25, 1.74, -1.14], [-1.64, 0.74, -1.35], [1.89, 0.74, 0.00], [2.20, -0.92, -0.41], [0.99, -0.54, 0.82], [0.90, 0.52, -2.88], [-0.28, -0.97, -2.97], [1.35, -1.28, -2.55], [-0.46, -0.06, 2.67], [0.22, -0.26, 4.01], [0.44, 0.01, 3.11]], "mulliken_charge": [-0.46, -0.74, -0.47, 0.00, -0.84, -0.98, -0.09, 0.26, 0.36, 0.37, 0.48, 0.34, 0.48, 0.32, 0.33, 0.47, 0.35, 0.37, 0.35, 0.38, 0.34, -0.63]}

---

Entry 8:
{"formula": "C45H59N4PPd", "method": "ωB97M-V/def2-TZVPD", "energy_ev": -66336.3481, "spin_multiplicity": 5, "total_charge": 2, "gap_ev": [7.593, 5.058], "elements": ["Pd", "C", "C", "N", "C", "C", "N", "C", "C", "N", "H", "H", "H", "H", "H", "H", "H", "H", "H", "H", "H", "H", "H", "H", "H", "C", "C", "C", "C", "C", "C", "C", "P", "C", "C", "C", "C", "C", "C", "C", "C", "C", "C", "C", "C", "C", "C", "H", "H", "H", "H", "H", "H", "H", "H", "H", "H", "H", "H", "H", "H", "H", "H", "H", "H", "H", "H", "C", "C", "C", "C", "C", "C", "C", "C", "N", "C", "C", "C", "C", "C", "C", "C", "C", "C", "C", "H", "H", "H", "H", "H", "H", "H", "H", "H", "H", "H", "H", "H", "H", "H", "H", "H", "H", "H", "H", "H", "H", "H", "H"], "xyz": [[0.35, 1.07, -0.51], [0.53, 0.70, -4.02], [-0.24, -0.41, -3.30], [-0.96, 0.11, -2.11], [-1.86, 1.29, -2.38], [-1.70, 2.32, -1.28], [-0.49, 3.18, -1.40], [-0.18, 3.75, -2.72], [1.03, 3.05, -3.40], [1.13, 1.63, -3.07], [-0.14, 1.25, -4.67], [1.28, 0.24, -4.67], [0.45, -1.17, -2.95], [-0.93, -0.88, -4.00], [-1.50, -0.63, -1.70], [-2.89, 0.98, -2.43], [-1.61, 1.71, -3.34], [-1.56, 1.73, -0.34], [-2.61, 2.92, -1.18], [-0.55, 3.89, -0.70], [0.09, 4.80, -2.58], [-1.05, 3.74, -3.37], [1.95, 3.54, -3.07], [0.96, 3.21, -4.48], [2.10, 1.39, -2.91], [-6.03, -2.09, 2.20], [-5.63, -0.88, 3.02], [-6.44, -0.54, 4.11], [-6.18, 0.54, 4.93], [-5.05, 1.33, 4.71], [-4.22, 1.02, 3.66], [-4.49, -0.07, 2.81], [-3.25, -0.23, 1.55], [-3.86, -1.05, 0.08], [-3.22, -2.21, -0.38], [-3.71, -2.88, -1.49], [-4.83, -2.37, -2.15], [-5.43, -1.19, -1.72], [-4.96, -0.50, -0.61], [-5.67, 0.77, -0.17], [-1.84, -1.09, 2.20], [-2.07, -2.33, 2.82], [-1.01, -3.10, 3.23], [0.30, -2.62, 3.04], [0.52, -1.37, 2.50], [-0.54, -0.54, 2.10], [-0.27, 0.86, 1.70], [-6.34, -2.90, 2.86], [-5.24, -2.46, 1.55], [-6.89, -1.85, 1.56], [-7.31, -1.17, 4.31], [-6.85, 0.78, 5.75], [-4.83, 2.18, 5.36], [-3.33, 1.63, 3.48], [-2.36, -2.62, 0.16], [-3.25, -3.81, -1.82], [-5.24, -2.91, -3.01], [-6.29, -0.80, -2.26], [-6.34, 0.57, 0.67], [-6.26, 1.18, -0.99], [-4.96, 1.54, 0.16], [-3.09, -2.71, 2.95], [-1.18, -4.08, 3.67], [1.14, -3.23, 3.35], [1.53, -0.99, 2.40], [0.65, 1.24, 2.11], [-1.09, 1.54, 1.85], [5.20, -3.93, -1.10], [3.86, -3.25, -0.94], [2.68, -4.00, -0.97], [1.42, -3.41, -0.80], [0.15, -4.25, -0.80], [1.36, -2.05, -0.62], [2.52, -1.23, -0.58], [3.78, -1.90, -0.73], [2.34, 0.10, -0.39], [3.47, 1.04, -0.06], [4.51, 1.19, -1.20], [5.61, 2.18, -0.78], [5.01, 3.56, -0.52], [3.97, 3.45, 0.60], [4.64, 2.96, 1.89], [5.27, 1.59, 1.63], [6.30, 1.68, 0.50], [4.17, 0.59, 1.24], [2.89, 2.44, 0.17], [5.11, -4.88, -1.62], [5.66, -4.12, -0.13], [5.89, -3.30, -1.67], [2.74, -5.08, -1.13], [0.38, -5.31, -0.93], [-0.51, -3.94, -1.61], [-0.39, -4.13, 0.15], [0.41, -1.58, -0.45], [4.70, -1.34, -0.68], [4.01, 1.57, -2.10], [4.97, 0.25, -1.46], [6.34, 2.24, -1.59], [4.55, 3.96, -1.44], [5.79, 4.27, -0.22], [3.50, 4.42, 0.77], [3.91, 2.90, 2.70], [5.41, 3.68, 2.19], [5.74, 1.23, 2.55], [6.76, 0.70, 0.33], [7.10, 2.37, 0.78], [3.41, 0.53, 2.04], [4.59, -0.40, 1.12], [2.43, 2.80, -0.75], [2.13, 2.40, 0.96]], "mulliken_charge": [0.69, -1.14, -0.65, 0.32, -0.41, -1.57, 0.03, -1.03, -0.59, 0.12, 0.46, 0.46, 0.22, 0.48, -0.26, 0.44, 0.26, 1.07, 0.45, 0.25, 0.61, 0.29, 0.28, 0.49, -0.15, -1.76, 1.27, -0.68, -0.66, -0.80, -1.17, 1.03, -0.50, 1.93, -0.56, -0.61, -0.98, -0.82, 0.45, -1.66, 0.79, -0.02, -0.91, -0.86, -0.09, 1.18, -2.63, 0.56, 0.15, 0.43, 0.49, 0.42, 0.46, 0.33, 0.21, 0.52, 0.44, 0.49, 0.29, 0.53, 0.24, 0.32, 0.45, 0.48, 0.23, 0.78, 0.80, -1.69, -0.31, -0.51, 0.26, -1.27, -0.27, -0.66, -0.37, 1.69, 1.27, -0.50, 0.23, -1.32, 0.54, -1.44, 0.04, -1.23, -0.87, -2.22, 0.45, 0.32, 0.37, 0.46, 0.46, 0.20, 0.12, 0.62, 0.59, 0.18, 0.42, 0.39, 0.39, 0.51, 0.43, 0.45, 0.52, 0.34, 0.48, 0.51, 0.20, 0.72, -0.58, 0.38]}